ORCA calculation (ωB97M-V with the def2-TZVPD basis set) on a single C9H17NO3S molecule at a distorted geometry.

Calculated values
SMILES = CN1[C@@H]2CC[C@H]1C[C@@H](OS(C)(=O)=O)C2
relative energy (zero: lowest compared OMol25 entry of this formula, charge and spin) = 1.894 eV
HOMO-LUMO gap = 8.477 eV
LUMO energy = 0.58 eV
total charge = 0

Structure (XYZ):
```
31
Properties=species:S:1:pos:R:3:forces:R:3
C 1.921735 -0.488419 1.522433 -0.968 2.623 -2.328
N 0.429363 -0.344775 1.433404 3.815 0.241 3.117
C -0.323409 0.813900 0.862496 0.560 -2.689 0.753
C -1.668631 0.479455 1.606582 -0.387 1.314 0.136
C -1.611064 -1.011874 2.010251 -2.020 -1.316 0.083
C -0.336990 -1.601475 1.495637 0.451 2.414 -1.303
C -0.354653 -2.018723 0.044911 -2.837 0.061 -1.032
C -0.639975 -0.881749 -1.004633 2.944 0.594 -0.806
O -1.983798 -0.752457 -1.472137 -1.171 -1.324 -1.366
S -2.253514 -1.045483 -3.071920 -3.266 -0.519 -4.887
C -2.534689 0.661584 -3.624035 -0.291 0.667 -0.683
O -1.171733 -1.616727 -3.900956 -0.679 0.961 2.848
O -3.591446 -1.656158 -3.434759 3.307 1.133 2.716
C -0.113794 0.555786 -0.643662 -1.736 -0.055 -0.245
H 2.155480 -1.251060 2.237768 0.265 -0.369 0.210
H 2.288092 -0.707960 0.474147 0.296 -0.344 1.076
H 2.465787 0.504407 1.775789 -1.137 -1.535 -0.044
H 0.055998 1.785240 1.197361 0.207 -0.300 -0.062
H -2.566559 0.736821 1.006275 0.451 -0.178 0.377
H -1.680994 1.132923 2.555247 -0.051 -0.992 -1.497
H -1.732811 -1.146210 3.107208 0.250 0.150 -0.717
H -2.372748 -1.657636 1.524144 -0.414 0.798 0.457
H 0.023459 -2.491075 2.039810 0.406 0.979 0.457
H 0.569195 -2.494824 -0.162121 0.983 -0.273 -0.524
H -1.148889 -2.760236 -0.122420 0.206 -0.187 -0.124
H -0.040778 -1.096986 -1.921592 -0.375 -0.398 0.714
H -2.872540 0.787450 -4.723885 0.714 -0.993 1.806
H -3.368715 1.039384 -3.007101 0.556 -0.091 -0.115
H -1.618185 1.252082 -3.487343 -0.320 -0.148 0.123
H 0.972369 0.551885 -0.843309 -0.483 0.286 0.084
H -0.643965 1.260203 -1.353340 0.726 -0.510 0.775
```
Positions in Å, forces in eV/Å.